(1)
ORCA calculation (the ωB97M-V functional and the def2-TZVPD basis) on a structure of composition C2H5N4 at a distorted geometry.

Each line ends with the natural charge from an NBO analysis.
Cartesian coordinates (Å):
C1 1.254601 -0.995303 -0.060651  0.264
C2 -0.920739 0.688960 -0.030591  -0.091
N1 2.085308 -0.071158 0.054718  -0.545
N2 -1.209107 -1.262267 0.018223  0.180
N3 -0.136898 -0.554800 -0.025226  -0.150
N4 -1.959852 -0.186152 0.044241  -0.340
H1 1.022517 -2.097317 -0.034311  0.223
H2 -0.719584 1.579856 0.689043  0.303
H3 -0.867964 1.167976 -1.008454  0.276
H4 3.052285 -0.305566 0.217891  0.403
H5 -3.022273 -0.327701 0.059616  0.478

Atoms 1-6, force components in eV/Å:
-1.858 -0.168 0.902
3.127 4.031 -0.188
-0.668 -0.769 0.040
-0.354 0.536 -0.141
1.160 1.552 -0.100
-5.553 -4.160 0.859

Results
Total charge: +1
Energy relative to the best compared isomer or geometry (same formula, charge and spin), kcal per mole: 77.32
Gap between HOMO and LUMO, eV: 10.17



(2)
ORCA calculation (the ωB97M-V functional and the def2-TZVPD basis) on a structure of composition C25H28CoN7O4S2.

Each line ends with the natural charge from an NBO analysis.
Cartesian coordinates (Å):
Co1 -0.710500 1.376119 -0.277067  1.152
N1 -2.077972 1.271584 1.087120  -0.773
C1 -2.009269 2.272691 2.173611  -0.226
C2 -0.722977 2.120223 2.968954  -0.430
C3 0.513761 2.528654 2.187097  -0.223
N2 0.763155 1.618288 1.045853  -0.770
H1 -2.937195 1.404067 0.555989  0.413
H2 -2.241874 0.354416 1.559699  0.440
H3 -2.868893 2.127079 2.830646  0.219
H4 -2.070039 3.273169 1.743335  0.205
H5 -0.633334 1.087836 3.324259  0.218
H6 -0.785766 2.747609 3.859582  0.235
H7 1.390457 2.544071 2.838067  0.202
H8 0.380089 3.528242 1.774144  0.220
H9 1.063218 0.712339 1.393586  0.394
H10 1.550949 1.970792 0.505715  0.412
C4 5.154532 5.902568 0.753228  -0.635
C5 3.942790 5.224204 0.179578  0.014
C6 2.671639 5.767372 0.358806  -0.202
C7 1.552774 5.165309 -0.191143  -0.205
C8 1.705499 3.999055 -0.926936  -0.291
C9 2.960889 3.438425 -1.124657  -0.222
C10 4.069509 4.054275 -0.565766  -0.202
S1 0.301478 3.247058 -1.686885  2.293
O1 0.620032 1.785038 -1.719386  -0.939
O2 0.046371 3.887943 -2.936268  -0.889
N3 -0.864364 3.311406 -0.594278  -0.927
C11 -2.196949 3.581900 -1.158850  -0.368
C12 -2.771807 2.324703 -1.812496  0.754
O3 -3.771040 2.356192 -2.484989  -0.591
O4 -2.087030 1.234626 -1.537631  -0.721
H11 4.905844 6.464166 1.652640  0.223
H12 5.572260 6.605297 0.029505  0.234
H13 5.932916 5.181429 0.998963  0.224
H14 2.557197 6.674341 0.939776  0.221
H15 0.565778 5.584316 -0.043585  0.240
H16 3.063903 2.529501 -1.703513  0.247
H17 5.050181 3.618562 -0.712475  0.222
H18 -2.177615 4.388361 -1.890163  0.249
H19 -2.858902 3.892033 -0.347712  0.218
S2 -2.764810 -1.614253 2.483552  -0.419
C13 -3.025397 -2.584281 1.156577  0.114
N4 -3.180207 -3.268558 0.229681  -0.566
N5 -1.459922 -5.359376 -0.983281  -0.560
C14 -1.236117 -6.720259 -0.935177  0.168
C15 -2.086275 -7.814673 -1.060418  -0.253
C16 -1.505517 -9.064513 -0.979807  -0.212
C17 -0.122903 -9.222362 -0.786588  -0.231
C18 0.714705 -8.133050 -0.660434  -0.199
C19 0.144121 -6.862461 -0.726629  0.060
N6 0.740962 -5.612465 -0.603172  -0.450
C20 -0.247249 -4.777196 -0.748483  0.350
C21 -0.175243 -3.308440 -0.659379  0.038
C22 -0.570656 -2.509849 -1.724735  -0.212
C23 -0.665949 -1.148319 -1.551044  0.085
N7 -0.417653 -0.564267 -0.367770  -0.469
C24 -0.016099 -1.335129 0.649006  0.058
C25 0.155872 -2.696495 0.538901  -0.204
H20 -2.329191 -4.857647 -0.787317  0.468
H21 -3.150342 -7.692988 -1.213104  0.221
H22 -2.128513 -9.944820 -1.070020  0.212
H23 0.288419 -10.222056 -0.735248  0.211
H24 1.779740 -8.248133 -0.508978  0.221
H25 -0.842003 -2.949564 -2.673671  0.241
H26 -0.985742 -0.492714 -2.346338  0.250
H27 0.097134 -0.868000 1.617343  0.198
H28 0.439151 -3.283358 1.400155  0.249

Atoms 1-6, force components in eV/Å:
-0.007 0.105 -0.073
-0.233 0.183 0.288
0.008 0.008 0.000
-0.004 0.011 -0.020
-0.024 0.006 0.008
0.011 -0.034 0.012

Results
Energy relative to the best compared isomer or geometry (same formula, charge and spin), kcal per mole: 5.53
Gap between HOMO and LUMO, eV: 7.37



(3)
ORCA calculation (the ωB97M-V functional and the def2-TZVPD basis) on a cluster of 2 separate species, C3H8OS in total at a distorted geometry.

Each line ends with the Mulliken spin population.
Cartesian coordinates (Å):
O1 -2.093568 -0.383993 -0.260378  0.304
C1 -2.365942 0.752879 -0.739702  0.536
H1 -2.722905 1.624663 -0.153652  0.015
H2 -2.268690 0.965472 -1.832335  0.006
C2 0.732556 -0.524907 1.628781  -0.011
S1 1.158024 -0.666414 -0.112837  0.021
C3 1.323295 1.098936 -0.571099  0.238
H3 -0.362994 -0.385404 1.624274  0.007
H4 0.832707 -1.479081 2.147028  0.006
H5 1.074397 0.281021 2.276241  0.001
H6 1.067483 1.198899 -1.620482  -0.049
H7 2.343320 1.424054 -0.352106  -0.011
H8 0.621457 1.699105 0.007075  -0.063

Atoms 1-6, force components in eV/Å:
0.091 -0.878 0.709
-0.177 1.235 -0.979
0.050 -0.215 0.134
-0.034 -0.066 0.272
-2.180 -0.149 0.375
0.812 0.449 0.059

Results
<S²>: 0.753
Total charge: -1
2S+1: 2
Energy relative to the best compared isomer or geometry (same formula, charge and spin), kcal per mole: 10.43
Gap between HOMO and LUMO (alpha / beta), eV: 3.01 / 6.40



(4)
ORCA calculation (the ωB97M-V functional and the def2-TZVPD basis) on an isolated molecule of H2O2 at a distorted geometry.

Each line ends with the natural charge from an NBO analysis.
Cartesian coordinates (Å):
O1 -0.682889 -0.190172 -0.158928  -0.461
O2 0.732335 0.064422 -0.166622  -0.458
H1 -0.916184 0.865026 0.122295  0.466
H2 0.866738 -0.739277 0.203255  0.453

Atomic forces in eV per Å
-1.792 5.842 0.928
-0.500 2.607 -1.730
0.106 -4.592 -1.139
2.186 -3.857 1.942

Results
Structure (SMILES): OO
Energy relative to the best compared isomer or geometry (same formula, charge and spin), kcal per mole: 16.60
Gap between HOMO and LUMO, eV: 11.30



(5)
ORCA calculation (the ωB97M-V functional and the def2-TZVPD basis) on a cluster of 5 separate species, C43H95BrNO12 in total at a distorted geometry.

Each line ends with the Löwdin charge.
Cartesian coordinates (Å):
C1 -4.663918 -5.240610 6.603551  -0.158
C2 -3.491358 -4.347061 5.849254  -0.251
C3 -4.069580 -3.884058 4.384682  -0.228
C4 -4.050157 -2.221249 4.212094  -0.202
C5 -3.879444 -1.973649 2.568165  -0.217
C6 -2.310110 -1.601710 2.228473  -0.208
C7 -2.135319 0.040533 1.971541  -0.213
C8 -0.582163 0.471703 1.625204  -0.210
C9 0.444380 0.298649 2.933743  -0.196
C10 0.043673 1.419950 4.062215  -0.215
C11 0.783945 1.238664 5.514223  -0.223
C12 1.327089 -0.274419 5.834766  -0.224
C13 0.124497 -1.332356 6.299000  -0.194
C14 0.856128 -2.749950 6.721104  -0.229
C15 0.537455 -3.999585 5.685132  -0.226
C16 1.365940 -3.892516 4.274587  -0.378
N1 1.921155 -5.195957 3.751065  -0.196
C17 1.102791 -5.737347 2.583082  -0.756
Br1 -0.892910 -5.794276 2.978641  0.479
C18 1.464628 -5.073471 1.131285  -0.283
C19 0.642262 -3.717182 0.742000  -0.182
H1 -4.471703 -6.393571 6.453233  0.076
H2 -4.650349 -5.000187 7.760725  0.067
H3 -5.734047 -4.970289 6.194125  0.063
H4 -2.529088 -5.012301 5.802441  0.082
H5 -3.194308 -3.372067 6.460629  0.106
H6 -3.417425 -4.287115 3.473949  0.060
H7 -5.163367 -4.299701 4.194291  0.105
H8 -3.157150 -1.728950 4.821406  0.101
H9 -5.107426 -1.815760 4.560191  0.103
H10 -4.571505 -1.039607 2.324101  0.100
H11 -4.240348 -2.916577 1.953021  0.111
H12 -1.558048 -1.968954 3.067441  0.098
H13 -2.008520 -2.165006 1.235928  0.105
H14 -2.888841 0.374414 1.108271  0.112
H15 -2.556672 0.546131 2.958833  0.098
H16 -0.199472 -0.292788 0.797852  0.103
H17 -0.539560 1.549140 1.169597  0.100
H18 1.518638 0.505434 2.513118  0.117
H19 0.296716 -0.814984 3.289127  0.091
H20 -1.108227 1.534377 4.253604  0.097
H21 0.409513 2.468826 3.630398  0.111
H22 1.713477 1.971697 5.603808  0.103
H23 -0.009965 1.579144 6.337894  0.109
H24 2.025856 -0.177774 6.797665  0.101
H25 2.000007 -0.746542 5.000877  0.103
H26 -0.361499 -0.872722 7.286210  0.103
H27 -0.711801 -1.457454 5.488112  0.090
H28 0.438644 -3.085724 7.776166  0.094
H29 2.009625 -2.542178 6.867107  0.101
H30 -0.619446 -3.897173 5.410330  0.058
H31 0.638487 -5.049523 6.231502  0.110
H32 0.699933 -3.292023 3.523768  0.060
H33 2.309880 -3.196830 4.498423  0.093
H34 1.409908 -6.888655 2.501103  0.073
H35 2.628471 -4.810283 1.111130  0.108
H36 1.283149 -5.861558 0.273303  0.088
H37 0.123411 -3.789507 -0.323427  0.071
H38 1.430622 -2.830143 0.636969  0.070
H39 -0.152495 -3.359017 1.519971  0.008
C20 0.276509 2.455666 -4.511888  -0.104
O1 0.951299 1.259905 -4.149777  -0.225
C21 1.051330 1.099748 -2.735396  -0.183
C22 1.162928 -0.384486 -2.373931  -0.164
O2 -0.091796 -1.079080 -2.443590  -0.137
C23 -0.602793 -1.324853 -3.759181  -0.170
C24 0.171579 -2.404028 -4.521579  -0.183
O3 1.409615 -1.885475 -5.006684  -0.232
C25 2.390476 -2.895476 -5.190996  -0.104
H40 0.849558 3.329671 -4.191668  0.087
H41 0.173705 2.474710 -5.599974  0.081
H42 -0.726359 2.477567 -4.076166  0.088
H43 0.180584 1.532883 -2.231203  0.125
H44 1.955452 1.626093 -2.409068  0.126
H45 1.472895 -0.451078 -1.324434  0.120
H46 1.927860 -0.893618 -2.959987  0.117
H47 -0.680857 -0.399923 -4.332458  0.114
H48 -1.625546 -1.688433 -3.611032  0.126
H49 -0.409896 -2.737975 -5.385825  0.122
H50 0.350595 -3.255823 -3.853163  0.128
H51 2.561366 -3.438341 -4.257105  0.090
H52 3.324465 -2.415020 -5.483998  0.082
H53 2.075424 -3.585696 -5.979335  0.087
C26 -1.804129 6.734359 -7.040251  -0.107
O4 -2.830940 5.756898 -7.121115  -0.210
C27 -3.970127 6.224297 -7.842173  -0.194
C28 -4.729412 5.046389 -8.460300  -0.169
O5 -4.098585 4.523543 -9.639424  -0.137
C29 -2.892691 3.778952 -9.430370  -0.172
C30 -3.128166 2.402037 -8.802534  -0.191
O6 -3.394808 2.526002 -7.405933  -0.214
C31 -4.160106 1.443448 -6.897447  -0.105
H54 -2.142496 7.596784 -6.460129  0.086
H55 -0.941619 6.284424 -6.541760  0.088
H56 -1.492327 7.047283 -8.040719  0.085
H57 -3.672172 6.920951 -8.633315  0.124
H58 -4.618549 6.745271 -7.128660  0.124
H59 -5.706177 5.415833 -8.794069  0.125
H60 -4.923780 4.256747 -7.734708  0.116
H61 -2.160541 4.361155 -8.868915  0.116
H62 -2.469663 3.623566 -10.428901  0.125
H63 -2.232824 1.783938 -8.915986  0.123
H64 -3.971381 1.916584 -9.310182  0.125
H65 -5.103029 1.351119 -7.443738  0.085
H66 -4.388809 1.648670 -5.851214  0.089
H67 -3.588004 0.513425 -6.967401  0.087
C32 2.839625 -0.143371 11.692637  -0.107
O7 2.134063 1.051463 11.391201  -0.211
C33 2.269136 1.431322 10.022408  -0.188
C34 1.063253 2.265476 9.579579  -0.166
O8 -0.108613 1.475169 9.327018  -0.147
C35 -0.765414 0.937086 10.480875  -0.170
C36 -1.510020 1.991581 11.304963  -0.191
O9 -0.592802 2.762149 12.080779  -0.211
C37 -1.091020 4.055089 12.391020  -0.111
H68 3.915351 0.006913 11.569996  0.085
H69 2.632255 -0.410457 12.732120  0.087
H70 2.494965 -0.963595 11.056619  0.088
H71 2.357285 0.548757 9.379511  0.119
H72 3.181992 2.031686 9.937414  0.124
H73 1.312213 2.729684 8.618074  0.120
H74 0.848317 3.077623 10.273854  0.114
H75 -0.075074 0.355952 11.094021  0.118
H76 -1.507447 0.231708 10.091015  0.127
H77 -2.201047 1.502103 11.997386  0.122
H78 -2.076030 2.642249 10.626254  0.125
H79 -1.343250 4.598079 11.475815  0.085
H80 -0.307999 4.606782 12.912114  0.086
H81 -1.969124 3.973864 13.038686  0.084
C38 2.425290 0.814227 -7.019992  -0.101
O10 3.520912 0.382126 -7.813220  -0.204
C39 3.214756 -0.787454 -8.571167  -0.188
C40 4.087611 -0.851227 -9.828197  -0.168
O11 3.646276 0.034786 -10.868315  -0.137
C41 3.876952 1.431011 -10.645501  -0.173
C42 5.350090 1.831888 -10.766676  -0.194
O12 6.074823 1.438940 -9.601639  -0.208
C43 7.457689 1.243881 -9.858148  -0.109
H82 2.186496 0.066914 -6.258867  0.071
H83 2.706639 1.748677 -6.527542  0.090
H84 1.551344 1.011335 -7.647242  0.085
H85 2.158255 -0.799382 -8.860429  0.127
H86 3.423892 -1.654623 -7.934578  0.115
H87 3.996011 -1.859618 -10.248575  0.124
H88 5.143214 -0.699618 -9.603444  0.115
H89 3.444101 1.757363 -9.698733  0.117
H90 3.323319 1.947544 -11.437236  0.124
H91 5.433042 2.918748 -10.858384  0.122
H92 5.777677 1.358347 -11.659598  0.124
H93 7.599662 0.499289 -10.646493  0.084
H94 7.924845 0.870851 -8.946206  0.088
H95 7.924369 2.191768 -10.142501  0.085

Atoms 1-6, force components in eV/Å:
0.292 0.356 0.575
-0.707 -0.331 0.024
0.891 0.518 -0.488
-0.685 -1.341 -1.052
0.184 1.049 1.089
-0.021 0.273 -1.039

Results
Total charge: -1
Energy relative to the best compared isomer or geometry (same formula, charge and spin), kcal per mole: 222.41
Gap between HOMO and LUMO, eV: 4.19